Computed, not measured: a cluster of 6 separate species, C42H50F41O13PS3 in total at a distorted geometry, with ωB97M-V with the def2-TZVPD basis set.

Each atom is followed by the atoms it is bonded to, with distances in Å.
Geometry (Å):
1 C -1.901 0.686 -3.853  C2 1.352, H31 1.084, H32 1.081
2 C -1.518 -0.309 -3.023  C1 1.352, C3 1.525, H33 1.088
3 C -0.146 -0.359 -2.361  C2 1.525, C4 1.534, H34 1.080, H35 1.088
4 C -0.373 -0.694 -0.881  C3 1.534, C5 1.531, C21 1.570, H36 1.084
5 C -1.365 0.350 -0.360  C4 1.531, O6 1.423, H37 1.078, H38 1.089
6 O -1.436 0.632 1.033  C5 1.423, S7 1.594
7 S -0.097 0.851 1.871  O6 1.594, O8 1.416, O9 1.424, C10 1.861
8 O -0.191 0.063 3.044  S7 1.416
9 O 0.022 2.248 2.122  S7 1.424
10 C 1.349 0.324 0.825  S7 1.861, C11 1.564, P19 1.885, C21 1.578
11 C 1.559 1.476 -0.212  C10 1.564, C12 1.528, H39 1.082, H40 1.081
12 C 2.675 2.505 -0.037  C11 1.528, C13 1.520, H41 1.091, H42 1.084
13 C 2.522 3.502 1.100  C12 1.520, C14 1.537, H43 1.088, H44 1.083
14 C 1.445 4.557 0.799  C13 1.537, C15 1.520, H45 1.080, H46 1.086
15 C 1.058 5.172 2.134  C14 1.520, O16 1.430, H47 1.089, H48 1.084
16 O -0.163 5.910 2.027  C15 1.430, C17 1.407
17 C -0.990 5.746 3.154  O16 1.407, C18 1.536, H49 1.085, H50 1.090
18 C -0.347 6.224 4.464  C17 1.536, H51 1.082, H52 1.087, H53 1.083
19 P 2.840 0.044 1.943  C10 1.885, S20 1.939, H54 1.398, H55 1.404
20 S 2.822 0.778 3.737  P19 1.939
21 C 0.896 -0.948 0.007  C4 1.570, C10 1.578, C22 1.547, S27 1.855
22 C 1.981 -1.523 -0.935  C21 1.547, C23 1.514, H56 1.084, H57 1.083
23 C 3.278 -2.136 -0.449  C22 1.514, O24 1.434, H58 1.087, H59 1.089
24 O 3.144 -3.254 0.438  C23 1.434, C25 1.356
25 C 4.090 -4.211 0.277  O24 1.356, O26 1.228, H60 1.103
26 O 3.895 -5.397 0.529  C25 1.228
27 S 0.301 -2.302 1.126  C21 1.855, O28 1.411, O29 1.416, F30 1.563
28 O 1.137 -2.471 2.250  S27 1.411
29 O -1.087 -2.168 1.371  S27 1.416
30 F 0.440 -3.527 0.166  S27 1.563
31 H -1.292 0.908 -4.722  C1 1.084
32 H -2.807 1.257 -3.708  C1 1.081
33 H -2.196 -1.136 -2.825  C2 1.088
34 H 0.287 0.612 -2.551  C3 1.080
35 H 0.390 -1.138 -2.899  C3 1.088
36 H -0.902 -1.639 -0.928  C4 1.084
37 H -2.355 0.044 -0.655  C5 1.078
38 H -1.198 1.278 -0.903  C5 1.089
39 H 0.638 2.035 -0.304  C11 1.082
40 H 1.721 1.044 -1.189  C11 1.081
41 H 2.607 3.111 -0.942  C12 1.091
42 H 3.678 2.103 -0.108  C12 1.084
43 H 3.465 4.033 1.205  C13 1.088
44 H 2.296 3.068 2.067  C13 1.083
45 H 0.572 4.115 0.342  C14 1.080
46 H 1.900 5.342 0.204  C14 1.086
47 H 1.840 5.853 2.467  C15 1.089
48 H 0.892 4.367 2.840  C15 1.084
49 H -1.910 6.305 3.012  C17 1.085
50 H -1.267 4.699 3.277  C17 1.090
51 H -1.090 6.567 5.172  C18 1.082
52 H 0.116 5.360 4.936  C18 1.087
53 H 0.444 6.945 4.299  C18 1.083
54 H 3.097 -1.328 2.027  P19 1.398
55 H 3.979 0.539 1.289  P19 1.404
56 H 1.483 -2.286 -1.521  C22 1.084
57 H 2.300 -0.798 -1.673  C22 1.083
58 H 3.988 -1.432 -0.022  C23 1.087
59 H 3.782 -2.482 -1.350  C23 1.089
60 H 5.074 -3.840 -0.056  C25 1.103
61 F -3.944 8.254 -2.498  C62 1.344
62 C -5.028 7.459 -2.480  F61 1.344, F63 1.355, C64 1.533, H75 1.094
63 F -6.104 8.241 -2.224  C62 1.355
64 C -4.939 6.369 -1.406  C62 1.533, F65 1.348, F66 1.365, C67 1.541
65 F -4.977 6.919 -0.175  C64 1.348
66 F -6.075 5.625 -1.541  C64 1.365
67 C -3.763 5.376 -1.483  C64 1.541, O68 1.423, H76 1.089, H77 1.090
68 O -2.611 5.601 -0.678  C67 1.423, C69 1.381
69 C -1.590 6.443 -1.070  O68 1.381, F70 1.352, F71 1.351, C72 1.532
70 F -1.707 6.763 -2.378  C69 1.352
71 F -0.445 5.737 -0.947  C69 1.351
72 C -1.460 7.683 -0.179  C69 1.532, F73 1.348, F74 1.357, H78 1.088
73 F -2.621 8.367 -0.117  C72 1.348
74 F -0.517 8.503 -0.707  C72 1.357
75 H -5.156 7.011 -3.470  C62 1.094
76 H -4.166 4.443 -1.089  C67 1.089
77 H -3.489 5.165 -2.517  C67 1.090
78 H -1.163 7.388 0.826  C72 1.088
79 F -5.997 0.669 1.022  C80 1.341
80 C -5.087 0.371 0.082  F79 1.341, F81 1.361, C82 1.529, H93 1.096
81 F -4.302 1.472 -0.076  C80 1.361
82 C -5.719 -0.002 -1.259  C80 1.529, F83 1.349, F84 1.372, C85 1.538
83 F -6.333 1.068 -1.806  C82 1.349
84 F -4.671 -0.315 -2.087  C82 1.372
85 C -6.669 -1.210 -1.285  C82 1.538, O86 1.424, H94 1.088, H95 1.084
86 O -8.071 -0.970 -1.220  C85 1.424, C87 1.378
87 C -8.717 -0.787 -0.016  O86 1.378, F88 1.347, F89 1.350, C90 1.534
88 F -7.929 -1.138 1.020  C87 1.347
89 F -9.773 -1.628 -0.008  C87 1.350
90 C -9.275 0.633 0.142  C87 1.534, F91 1.346, F92 1.352, H96 1.092
91 F -8.313 1.561 -0.017  C90 1.346
92 F -9.791 0.770 1.384  C90 1.352
93 H -4.455 -0.445 0.448  C80 1.096
94 H -6.535 -1.655 -2.269  C85 1.088
95 H -6.362 -1.974 -0.579  C85 1.084
96 H -10.060 0.811 -0.596  C90 1.092
97 F -6.396 -6.860 -0.901  C98 1.343
98 C -6.156 -5.710 -0.249  F97 1.343, F99 1.353, C100 1.532, H111 1.094
99 F -7.349 -5.185 0.116  C98 1.353
100 C -5.422 -4.690 -1.124  C98 1.532, F101 1.349, F102 1.371, C103 1.541
101 F -6.209 -4.276 -2.139  C100 1.349
102 F -5.205 -3.598 -0.324  C100 1.371
103 C -4.041 -5.084 -1.684  C100 1.541, O104 1.423, H112 1.089, H113 1.090
104 O -3.953 -5.579 -3.015  C103 1.423, C105 1.382
105 C -4.172 -6.909 -3.316  O104 1.382, F106 1.346, F107 1.350, C108 1.535
106 F -4.192 -7.663 -2.201  C105 1.346
107 F -3.116 -7.321 -4.049  C105 1.350
108 C -5.424 -7.118 -4.178  C105 1.535, F109 1.345, F110 1.351, H114 1.092
109 F -6.515 -6.585 -3.600  C108 1.345
110 F -5.635 -8.443 -4.336  C108 1.351
111 H -5.580 -5.924 0.656  C98 1.094
112 H -3.485 -4.148 -1.728  C103 1.089
113 H -3.494 -5.718 -0.987  C103 1.090
114 H -5.286 -6.657 -5.159  C108 1.092
115 F 4.850 -2.845 -5.948  C116 1.339
116 C 4.592 -2.708 -4.640  F115 1.339, F117 1.359, C118 1.533, H129 1.095
117 F 4.242 -1.414 -4.421  C116 1.359
118 C 5.803 -3.046 -3.764  C116 1.533, F119 1.344, F120 1.375, C121 1.542
119 F 6.785 -2.145 -3.943  C118 1.344
120 F 5.368 -2.896 -2.468  C118 1.375
121 C 6.391 -4.468 -3.865  C118 1.542, O122 1.421, H130 1.089, H131 1.090
122 O 7.526 -4.683 -4.692  C121 1.421, C123 1.382
123 C 7.409 -4.908 -6.051  O122 1.382, F124 1.348, F125 1.347, C126 1.535
124 F 6.130 -5.160 -6.393  C123 1.348
125 F 8.115 -6.022 -6.323  C123 1.347
126 C 8.018 -3.775 -6.888  C123 1.535, F127 1.346, F128 1.351, H132 1.092
127 F 7.485 -2.582 -6.564  C126 1.346
128 F 7.764 -4.007 -8.194  C126 1.351
129 H 3.740 -3.343 -4.376  C116 1.095
130 H 6.764 -4.684 -2.864  C121 1.089
131 H 5.614 -5.209 -4.054  C121 1.090
132 H 9.097 -3.731 -6.732  C126 1.092
133 F 7.406 -1.542 8.354  C134 1.345
134 C 7.043 -0.634 9.278  F133 1.345, F135 1.354, C136 1.533, H147 1.094
135 F 6.831 -1.297 10.439  C134 1.354
136 C 5.762 0.114 8.891  C134 1.533, F137 1.348, F138 1.365, C139 1.542
137 F 4.709 -0.728 8.896  C136 1.348
138 F 5.548 1.019 9.889  C136 1.365
139 C 5.765 0.918 7.576  C136 1.542, O140 1.423, H148 1.089, H149 1.090
140 O 5.213 0.329 6.404  C139 1.423, C141 1.378
141 C 5.943 -0.513 5.593  O140 1.378, F142 1.351, F143 1.348, C144 1.533
142 F 7.258 -0.458 5.901  C141 1.351
143 F 5.820 -0.050 4.333  C141 1.348
144 C 5.401 -1.947 5.592  C141 1.533, F145 1.343, F146 1.357, H150 1.093
145 F 5.330 -2.453 6.834  C144 1.343
146 F 6.234 -2.734 4.865  C144 1.357
147 H 7.866 0.070 9.428  C134 1.094
148 H 5.103 1.761 7.768  C139 1.089
149 H 6.744 1.352 7.377  C139 1.090
150 H 4.404 -1.967 5.144  C144 1.093

Calculated values
LUMO level in eV: -0.51
2S+1: 1
Kohn-Sham gap in eV: 8.31
E_tot in Eh: -8238.767065
SMILES: C=CC[C@@H]1COS(=O)(=O)[C@@](CCCCCOCC)([PH2]=S)[C@@]1(CCOC=O)S(=O)(=O)F.FC(F)C(F)(F)COC(F)(F)C(F)F.FC(F)C(F)(F)COC(F)(F)C(F)F.FC(F)C(F)(F)COC(F)(F)C(F)F.FC(F)C(F)(F)COC(F)(F)C(F)F.FC(F)C(F)(F)COC(F)(F)C(F)F
Net charge: 0